# C4H15NO3

3 unconnected molecules or ions with the total composition C4H15NO3 in a non-equilibrium geometry (the ωB97M-V functional and the def2-TZVPD basis, OMol25).

XYZ file:
```
23
Properties=species:S:1:pos:R:3:forces:R:3:lowdin_charge:R:1
C 1.3068 1.2321 1.1221 -0.5 0.5 -1.3 -0.120
N -0.1781 1.6136 1.2730 1.8 -1.2 1.1 -0.137
C -1.1507 0.8211 0.4480 1.1 1.7 0.4 -0.145
C -0.4956 0.2082 -0.8752 -0.9 0.2 -1.2 -0.441
C -0.3944 0.9991 -2.1932 -0.2 -0.5 -0.1 -0.044
O 0.7654 -0.3703 -0.7357 -1.3 -2.8 2.7 -0.096
H 1.7722 1.6848 0.1148 -1.1 -1.0 2.4 0.113
H 1.8056 1.6878 1.9795 0.1 -0.1 -0.2 0.067
H 1.4121 0.1072 1.0972 0.4 1.7 0.3 0.043
H -0.3328 1.3113 2.2679 -0.1 0.7 -1.3 0.100
H -1.9385 1.7000 0.2813 0.9 -2.8 -0.3 0.149
H -1.4769 -0.0517 1.0948 -0.3 1.0 -1.1 0.120
H -1.1714 -0.6570 -1.0478 -0.1 1.2 -0.4 0.092
H -0.5148 0.1761 -3.1017 0.7 2.9 2.1 0.158
H 0.3904 1.8306 -2.1506 0.4 -2.1 -0.5 0.105
H -1.1193 1.7560 -2.1037 -2.3 0.4 -0.9 0.036
H 1.4284 -0.1294 -1.3236 1.2 1.1 -1.8 0.066
H 0.6078 -2.4930 2.2758 -4.1 -1.5 -1.0 -0.040
H 1.6460 -1.5282 1.7364 -0.5 -1.6 1.5 0.047
O 1.4384 -2.2111 2.4508 4.6 2.9 -0.5 -0.031
H -1.9318 -2.8519 -1.1924 -2.0 0.5 -1.2 0.010
H -0.7367 -1.9992 -0.6768 0.6 1.3 -0.2 -0.048
O -1.1321 -2.8361 -0.7410 1.6 -2.7 1.5 -0.004
```
Positions in Å, forces in eV/Å.

E_LUMO ... 0.527 eV
HOMO-LUMO gap ... 9.5 eV
SMILES ... CNC[C@@H](C)O.O.O
Calculated total energy ... -441.73329 hartree


# C4H15NO3

3 unconnected molecules or ions with the total composition C4H15NO3 in a non-equilibrium geometry (the ωB97M-V functional and the def2-TZVPD basis, OMol25).

XYZ file:
```
23
Properties=species:S:1:pos:R:3:forces:R:3:lowdin_charge:R:1
C -1.5916 2.5242 0.7458 -3.0 3.0 -2.5 -0.104
C -0.7048 1.4157 0.3923 4.2 -1.8 -1.0 -0.475
C -0.8893 -0.0145 1.0045 -0.7 2.4 1.2 -0.150
C 0.3766 -0.7548 0.6663 1.9 -2.9 0.9 -0.225
O 1.2297 -1.3830 1.7620 -1.6 0.2 -0.8 -0.116
N -0.4352 1.1814 -1.0740 -1.3 0.0 -1.6 -0.009
H -2.2054 2.7271 1.6582 1.2 -0.9 -0.3 0.089
H -2.3582 2.6273 -0.1031 0.3 -0.8 1.2 0.093
H -1.1122 3.4694 0.4208 0.3 -0.2 1.0 0.075
H 0.4299 1.7096 0.5964 -2.3 -0.4 0.8 0.157
H -1.0382 0.1740 2.1135 0.4 -0.6 -1.1 0.133
H -1.8442 -0.4613 0.6286 1.0 0.1 0.1 0.118
H 0.1038 -1.7269 0.1773 0.4 1.2 -0.3 0.117
H 1.1573 -0.1591 0.1527 -1.2 -0.3 -0.3 0.088
H 1.6627 -0.6974 2.2594 0.1 0.6 0.3 0.055
H -0.3751 2.0140 -1.6901 0.0 -0.5 1.1 0.079
H -1.0319 0.5038 -1.6144 0.3 0.8 1.4 0.065
H -1.0131 -2.1556 -1.8697 3.3 -2.2 -0.2 -0.032
H -2.3913 -2.0897 -2.6047 1.7 0.8 1.8 0.102
O -1.7915 -1.7045 -1.8770 -5.1 1.4 -1.6 -0.044
H 3.0544 -1.2514 -0.1324 0.6 0.4 -0.5 0.035
H 2.9272 -0.7497 -1.5332 -1.5 0.3 -1.8 -0.009
O 3.5538 -0.8158 -0.8593 0.9 -0.7 2.5 -0.043
```
Positions in Å, forces in eV/Å.

E_LUMO ... 0.484 eV
HOMO-LUMO gap ... 9.6 eV
SMILES ... C[C@H](N)CCO.O.O
Calculated total energy ... -441.79235 hartree


# C4H15NO3

4 unconnected molecules or ions with the total composition C4H15NO3 in a non-equilibrium geometry (the ωB97M-V functional and the def2-TZVPD basis, OMol25).

XYZ file:
```
23
Properties=species:S:1:pos:R:3:forces:R:3:lowdin_charge:R:1
C 2.1042 -0.2822 -0.4115 -1.4 1.2 -0.2 -0.079
N -0.6165 0.4031 0.7369 -0.5 -1.0 -0.6 0.093
C -0.4475 -0.1618 -0.5473 -0.2 1.7 -1.0 -0.446
C 0.7482 -0.4087 -1.0930 0.8 -0.1 0.7 -0.137
C -1.7530 -0.2680 -1.3556 1.4 -1.9 0.2 -0.050
H 2.5864 -1.2238 -0.2879 0.6 -0.8 -0.3 0.060
H 2.6764 0.4389 -1.0147 0.3 -0.4 0.3 0.085
H 1.9952 0.1106 0.5890 0.1 0.3 0.3 0.024
H 0.2371 0.8349 1.0758 -0.6 0.3 0.3 0.057
H -1.4814 0.9468 0.7415 0.9 0.1 0.5 0.096
H 0.9112 -0.6315 -2.1276 -0.8 -0.5 -0.5 0.093
H -2.4910 0.5223 -1.2241 0.2 0.1 0.0 0.074
H -2.1457 -1.2252 -0.9899 -0.7 0.2 -0.1 0.074
H -1.4912 -0.4963 -2.4077 -0.3 0.5 0.4 0.091
H -0.5406 1.8465 -1.9849 0.0 -0.1 0.1 0.003
H -1.3979 3.0233 -1.4779 -0.5 0.0 0.0 0.026
O -0.5101 2.7658 -1.7061 0.6 0.2 -0.1 -0.044
H -0.9382 -3.1080 1.9565 0.4 0.3 0.2 0.028
H -1.2647 -1.8255 1.1254 0.8 1.5 0.2 -0.038
O -1.5123 -2.7095 1.3092 -1.2 -1.7 -0.2 -0.039
H 1.2619 0.0107 3.3762 -0.3 -0.4 0.2 0.037
H 2.4985 0.6194 2.7463 -0.5 0.2 0.2 0.052
O 1.5711 0.8180 2.9715 0.8 0.2 -0.3 -0.058
```
Positions in Å, forces in eV/Å.

E_LUMO ... 0.531 eV
HOMO-LUMO gap ... 8.7 eV
SMILES ... C/C=C(/C)N.O.O.O
Calculated total energy ... -441.84589 hartree


# C4H15NO3

3 unconnected molecules or ions with the total composition C4H15NO3 in a non-equilibrium geometry (the ωB97M-V functional and the def2-TZVPD basis, OMol25).

XYZ file:
```
23
Properties=species:S:1:pos:R:3:forces:R:3:lowdin_charge:R:1
C -1.1530 -2.1664 0.6623 -0.7 0.1 -2.1 -0.137
N -1.5801 -0.8161 1.0457 0.3 -0.6 1.7 -0.124
C -0.5172 0.1064 1.4354 0.2 0.4 -2.0 -0.265
C -1.0974 1.5356 1.4238 0.4 -0.1 0.6 -0.173
C 0.0245 2.5417 1.6208 0.4 0.4 1.3 -0.264
O 0.6124 2.7873 0.3562 -0.2 -0.3 -0.8 -0.089
H -1.8690 -2.5189 -0.1028 -0.1 0.0 0.4 0.072
H -0.2663 -2.0451 0.0274 0.3 -0.2 0.6 0.075
H -1.0747 -3.0221 1.3386 0.4 0.6 0.7 0.070
H -2.1984 -0.8480 1.8557 -0.3 -0.3 -0.4 0.105
H 0.1292 -0.0857 2.3053 -0.8 -0.1 0.6 0.117
H 0.2597 0.0020 0.6611 -0.2 0.4 -0.2 0.100
H -1.6434 1.8555 0.5329 0.3 -0.7 -0.4 0.121
H -1.8893 1.6073 2.1861 0.5 0.1 0.3 0.115
H 0.7859 2.1511 2.3481 -0.5 0.3 -0.6 0.125
H -0.3763 3.4727 2.0499 0.1 -0.1 -0.2 0.115
H 1.4209 3.2964 0.3127 0.1 0.2 0.8 0.100
H 0.6132 1.9512 -1.3475 -0.3 0.2 -0.6 0.005
H -0.0127 0.6594 -1.4166 -0.3 -0.3 -0.5 0.008
O 0.1837 1.3875 -2.0210 0.5 -0.1 0.9 -0.076
H 3.3540 -4.5280 -4.6395 0.7 0.0 0.4 0.032
H 2.7356 -3.6394 -5.5697 0.2 0.7 -0.3 0.034
O 3.5586 -3.6843 -5.0649 -0.9 -0.7 -0.1 -0.066
```
Positions in Å, forces in eV/Å.

E_LUMO ... 0.727 eV
HOMO-LUMO gap ... 9.9 eV
SMILES ... CNCCCO.O.O
Calculated total energy ... -441.82307 hartree


# C4H15NO3

3 unconnected molecules or ions with the total composition C4H15NO3 in a non-equilibrium geometry (the ωB97M-V functional and the def2-TZVPD basis, OMol25).

XYZ file:
```
23
Properties=species:S:1:pos:R:3:forces:R:3:lowdin_charge:R:1
C 1.2791 0.3428 -1.3205 0.6 0.7 -1.8 -0.205
O 2.2256 -0.6664 -0.8328 -1.2 1.5 0.5 -0.059
C 0.0139 -0.3989 -1.7695 1.3 -0.8 0.3 -0.218
C -1.0009 -0.4335 -0.6746 -2.9 1.2 -2.2 -0.240
C -0.5039 -0.9511 0.6195 -3.4 -1.5 1.8 -0.188
N -0.2737 -2.4627 0.6425 4.9 2.2 3.3 0.295
H 1.0315 1.2786 -0.5967 0.9 -2.2 -1.5 0.160
H 1.7377 0.6635 -2.2975 -0.2 0.4 1.4 0.138
H 1.6226 -1.0257 -0.1875 0.9 -0.9 0.6 0.000
H -0.2824 -0.0369 -2.7061 -1.3 1.5 -1.0 0.102
H 0.2650 -1.3790 -2.2005 0.5 -0.4 0.9 0.129
H -1.4188 0.6673 -0.6201 0.8 -2.3 0.8 0.141
H -1.9305 -1.0431 -0.9812 1.3 0.8 0.5 0.157
H -1.5227 -0.9950 1.2750 2.6 0.9 -0.4 0.209
H 0.3901 -0.3324 1.0497 -1.4 -1.4 0.0 0.151
H 0.2342 -2.7646 1.6238 -2.5 0.5 -2.4 0.235
H 0.4126 -2.8179 -0.0338 -1.0 -0.6 -1.1 0.140
H -0.5714 2.3391 0.6253 -0.3 0.4 -0.1 0.005
H -1.8616 2.8527 -0.1447 0.5 -0.2 0.8 0.073
O -1.5383 2.4068 0.6663 -0.2 0.1 -0.5 -0.076
H 0.8329 0.7810 2.6127 -0.4 3.2 0.2 0.087
H 0.0627 2.1819 2.8208 -2.4 0.7 1.5 0.005
O 0.7962 1.7933 2.4301 2.7 -3.9 -1.5 -0.040
```
Positions in Å, forces in eV/Å.

Multiplicity ... 2
E_LUMO (alpha / beta) ... -4.118 / -9.554 eV
HOMO-LUMO gap (alpha / beta) ... 10.3 / 4.9 eV
⟨S²⟩ ... 0.755
Net charge ... +1
Calculated total energy ... -441.42113 hartree


# C4H15NO4

4 unconnected molecules or ions with the total composition C4H15NO4 (the ωB97M-V functional and the def2-TZVPD basis, OMol25).

XYZ file:
```
24
Properties=species:S:1:pos:R:3:forces:R:3:lowdin_charge:R:1
N 0.8817 -1.5111 1.0389 0.1 -0.6 0.3 0.201
C 0.5857 -0.2940 0.5585 0.2 0.2 -0.2 -0.497
C -0.8647 0.1385 0.5840 0.1 -0.1 0.3 -0.344
C -1.7309 -0.7956 -0.2570 -0.2 0.3 -0.2 -0.047
C -1.3600 0.2431 2.0294 -0.1 0.4 -0.1 -0.050
O 1.4849 0.4180 0.0964 -0.2 -0.1 0.1 -0.004
H 0.2049 -2.1216 1.4702 -0.1 0.3 -0.1 0.112
H 1.8450 -1.7998 1.0927 0.0 0.1 -0.1 0.124
H -0.8569 1.1337 0.1519 -0.1 0.1 -0.1 0.134
H -1.3780 -0.8413 -1.2856 0.1 -0.1 0.0 0.074
H -1.7632 -1.8020 0.1519 0.0 -0.2 0.0 0.078
H -2.7577 -0.4195 -0.2856 0.1 0.0 0.1 0.088
H -2.3787 0.6382 2.0413 0.0 -0.2 -0.1 0.087
H -0.7612 0.9531 2.6054 0.1 -0.2 0.0 0.087
H -1.3534 -0.7251 2.5250 -0.1 -0.1 0.1 0.073
H 0.8567 -2.0941 -1.8443 0.1 0.0 0.0 0.008
H 0.7568 -0.9802 -2.8993 0.1 -0.1 0.1 -0.006
O 0.6155 -1.9351 -2.7617 -0.1 0.0 0.0 -0.076
H 1.5947 3.6554 0.8730 0.0 0.0 0.0 0.033
H 1.1378 2.2243 0.5640 0.0 0.1 0.0 -0.012
O 0.8234 3.0828 0.8956 0.0 -0.1 0.0 -0.068
H 2.0126 1.1142 -3.0133 -0.2 0.0 0.2 0.059
H 1.2496 0.8588 -1.6800 0.2 0.1 -0.2 0.008
O 1.1553 0.8591 -2.6515 0.0 0.0 0.0 -0.062
```
Positions in Å, forces in eV/Å.

E_LUMO ... 0.542 eV
HOMO-LUMO gap ... 11.2 eV
SMILES ... CC(C)C(N)=O.O.O.O
Calculated total energy ... -517.16258 hartree


- Look up the calculated total energy of the fifth one.
  -441.42113 hartree


What did the second record say?
# C4H15NO3

3 unconnected molecules or ions with the total composition C4H15NO3 in a non-equilibrium geometry (the ωB97M-V functional and the def2-TZVPD basis, OMol25).

XYZ file:
```
23
Properties=species:S:1:pos:R:3:forces:R:3:lowdin_charge:R:1
C -1.5916 2.5242 0.7458 -3.0 3.0 -2.5 -0.104
C -0.7048 1.4157 0.3923 4.2 -1.8 -1.0 -0.475
C -0.8893 -0.0145 1.0045 -0.7 2.4 1.2 -0.150
C 0.3766 -0.7548 0.6663 1.9 -2.9 0.9 -0.225
O 1.2297 -1.3830 1.7620 -1.6 0.2 -0.8 -0.116
N -0.4352 1.1814 -1.0740 -1.3 0.0 -1.6 -0.009
H -2.2054 2.7271 1.6582 1.2 -0.9 -0.3 0.089
H -2.3582 2.6273 -0.1031 0.3 -0.8 1.2 0.093
H -1.1122 3.4694 0.4208 0.3 -0.2 1.0 0.075
H 0.4299 1.7096 0.5964 -2.3 -0.4 0.8 0.157
H -1.0382 0.1740 2.1135 0.4 -0.6 -1.1 0.133
H -1.8442 -0.4613 0.6286 1.0 0.1 0.1 0.118
H 0.1038 -1.7269 0.1773 0.4 1.2 -0.3 0.117
H 1.1573 -0.1591 0.1527 -1.2 -0.3 -0.3 0.088
H 1.6627 -0.6974 2.2594 0.1 0.6 0.3 0.055
H -0.3751 2.0140 -1.6901 0.0 -0.5 1.1 0.079
H -1.0319 0.5038 -1.6144 0.3 0.8 1.4 0.065
H -1.0131 -2.1556 -1.8697 3.3 -2.2 -0.2 -0.032
H -2.3913 -2.0897 -2.6047 1.7 0.8 1.8 0.102
O -1.7915 -1.7045 -1.8770 -5.1 1.4 -1.6 -0.044
H 3.0544 -1.2514 -0.1324 0.6 0.4 -0.5 0.035
H 2.9272 -0.7497 -1.5332 -1.5 0.3 -1.8 -0.009
O 3.5538 -0.8158 -0.8593 0.9 -0.7 2.5 -0.043
```
Positions in Å, forces in eV/Å.

E_LUMO ... 0.484 eV
HOMO-LUMO gap ... 9.6 eV
SMILES ... C[C@H](N)CCO.O.O
Calculated total energy ... -441.79235 hartree